# 1
{
  "formula": "C22H28BrNRe",
  "method": "wB97M-V/def2-TZVPD",
  "lumo_ev": [0.368, -1.082],
  "s2": 3.79,
  "spin_multiplicity": 4,
  "fmax_ev_per_a": 5.61,
  "homo_lumo_gap_ha": [0.2769, 0.2323],
  "symbols": ["C", "C", "C", "H", "C", "C", "H", "H", "H", "H", "Re", "Br", "C", "C", "C", "H", "C", "C", "H", "H", "H", "H", "C", "C", "C", "C", "C", "C", "C", "C", "N", "C", "C", "C", "C", "H", "H", "H", "H", "H", "H", "H", "H", "H", "H", "H", "H", "H", "H", "H", "H", "H", "H"],
  "xyz": [[-1.3170, -0.9986, -2.1174], [-1.5941, -2.0368, -1.1451], [-2.1573, -1.4034, 0.0328], [-1.2968, -3.0695, -1.2459], [-2.2255, 0.0295, -0.2352], [-1.7247, 0.2571, -1.5591], [-1.6971, 1.2177, -2.0589], [-0.8951, -1.1528, -3.1015], [-2.3561, -1.8750, 0.9852], [-2.5134, 0.8011, 0.4633], [-0.2405, -0.7238, -0.2806], [1.0059, -1.9479, 1.4652], [2.5295, 1.3593, 0.3090], [1.5285, 2.0731, -0.4319], [1.1330, 1.2742, -1.5344], [1.0783, 3.0246, -0.1790], [1.8708, 0.0125, -1.4703], [2.7619, 0.1155, -0.3314], [3.4319, -0.6811, -0.0082], [2.9818, 1.6913, 1.2526], [0.4532, 1.5648, -2.3447], [1.9220, -0.7251, -2.2756], [2.7463, 1.2455, 5.7370], [1.9344, 1.7872, 4.5919], [1.9954, 3.1404, 4.2727], [1.2219, 3.6846, 3.2412], [1.3505, 5.1399, 2.8900], [0.3290, 2.8524, 2.5688], [0.1033, 1.5024, 2.9854], [1.0873, 0.9596, 3.8754], [-1.0130, 0.8505, 2.5978], [-1.9644, 0.3645, 3.6246], [-1.5894, -1.0540, 4.0490], [-2.0331, 1.2606, 4.8632], [-3.3456, 0.3314, 2.9704], [3.8118, 1.4652, 5.6112], [2.4314, 1.7100, 6.6816], [2.6231, 0.1605, 5.8199], [2.6853, 3.7957, 4.8348], [1.0114, 5.7810, 3.7176], [2.4011, 5.4032, 2.6961], [0.7574, 5.3824, 2.0003], [-0.3099, 3.2488, 1.7766], [1.0951, -0.1186, 4.0564], [-0.6462, -1.0594, 4.6097], [-2.3859, -1.4339, 4.7083], [-1.4807, -1.7148, 3.2008], [-2.2012, 2.3064, 4.5732], [-2.8703, 0.9404, 5.4915], [-1.1110, 1.2128, 5.4521], [-3.4047, -0.3846, 2.1654], [-3.5963, 1.3170, 2.5718], [-4.1024, 0.0691, 3.7375]]
}


# 2
{
  "formula": "C5H7NO",
  "method": "wB97M-V/def2-TZVPD",
  "lumo_ev": 0.815,
  "spin_multiplicity": 1,
  "fmax_ev_per_a": 0.80,
  "smiles": "C/C=C\\CN=C=O",
  "homo_lumo_gap_ha": 0.3905,
  "symbols": ["C", "C", "C", "C", "N", "C", "O", "H", "H", "H", "H", "H", "H", "H"],
  "xyz": [[0.0086, 0.5101, 1.8708], [0.9147, 0.7462, 0.6975], [0.9838, 0.0440, -0.4340], [0.1546, -1.1657, -0.7769], [-0.9085, -0.8664, -1.7191], [-1.6887, 0.0373, -1.8834], [-2.4971, 0.8496, -2.1497], [0.5908, 0.3053, 2.7769], [-0.5877, 1.4078, 2.0717], [-0.6850, -0.3211, 1.7176], [1.5799, 1.6045, 0.7945], [1.6779, 0.3650, -1.2094], [-0.2870, -1.6191, 0.1162], [0.7844, -1.9309, -1.2402]]
}


# 3
{
  "formula": "C3H8O2S",
  "method": "wB97M-V/def2-TZVPD",
  "lumo_ev": 0.423,
  "spin_multiplicity": 1,
  "fmax_ev_per_a": 3.88,
  "smiles": "O=CO.CCS",
  "homo_lumo_gap_ha": 0.3431,
  "symbols": ["O", "C", "O", "H", "H", "C", "C", "S", "H", "H", "H", "H", "H", "H"],
  "xyz": [[0.6000, -2.9735, 1.9677], [-0.5165, -2.5147, 1.9717], [-1.1190, -1.9930, 0.8239], [-1.1497, -2.4016, 2.8033], [-1.6649, -2.6944, 0.2808], [-0.4825, 1.7641, -0.7639], [1.0003, 1.4525, -0.5647], [1.9593, 1.0890, -1.9979], [-0.7275, 2.7583, -0.9789], [-1.0442, 1.5587, 0.2504], [-0.8116, 1.0307, -1.5183], [1.2786, 2.3991, 0.0491], [1.0674, 0.5846, 0.1887], [1.6103, -0.0598, -2.5118]]
}


# 4
{
  "formula": "C33H38IrN6",
  "method": "wB97M-V/def2-TZVPD",
  "lumo_ev": [-7.404, -8.232],
  "s2": 0.82,
  "spin_multiplicity": 2,
  "fmax_ev_per_a": 2.82,
  "charge": 2,
  "homo_lumo_gap_ha": [0.2398, 0.2101],
  "symbols": ["Ir", "C", "N", "C", "C", "C", "C", "C", "C", "C", "N", "C", "C", "C", "C", "C", "C", "N", "C", "C", "H", "H", "H", "H", "H", "H", "H", "H", "H", "H", "H", "H", "H", "H", "H", "H", "H", "H", "H", "H", "C", "C", "N", "C", "C", "C", "C", "C", "C", "C", "C", "N", "C", "N", "H", "H", "H", "H", "H", "H", "H", "H", "H", "C", "C", "C", "C", "C", "C", "H", "H", "H", "H", "H", "H", "H", "H", "H"],
  "xyz": [[-0.2225, -0.1667, -0.2202], [2.0049, -0.9233, -1.9208], [1.8607, -0.0976, -0.6796], [2.8302, -0.5930, 0.3340], [2.1410, 1.3289, -0.9886], [3.2563, 1.6950, -1.7154], [3.4904, 3.0345, -1.9991], [2.5969, 4.0030, -1.5675], [1.4987, 3.6533, -0.8029], [1.2673, 2.3138, -0.4776], [0.2607, 1.7925, 0.3291], [-0.3700, 2.3312, 1.3997], [-0.5179, 3.6875, 1.7373], [-1.2917, 4.0395, 2.8244], [-1.9015, 3.0630, 3.6054], [-1.7342, 1.7169, 3.3033], [-0.9721, 1.3520, 2.2130], [-0.6973, -0.0537, 1.9091], [0.5202, -0.5002, 2.6376], [-1.8328, -0.9605, 2.2332], [3.0310, -0.8908, -2.2814], [1.7387, -1.9494, -1.6787], [1.3371, -0.5367, -2.6947], [3.8325, -0.5992, -0.0969], [2.8211, 0.0650, 1.1959], [2.5457, -1.6032, 0.6208], [3.9534, 0.9507, -2.0710], [4.3644, 3.3143, -2.5691], [2.7500, 5.0393, -1.8315], [0.7951, 4.4217, -0.5275], [-0.0595, 4.4628, 1.1525], [-1.4189, 5.0844, 3.0676], [-2.4854, 3.3457, 4.4693], [-2.1826, 0.9663, 3.9372], [0.3090, -0.5132, 3.7080], [0.7891, -1.4988, 2.3021], [1.3284, 0.1967, 2.4499], [-1.8926, -1.1044, 3.3120], [-2.7641, -0.5424, 1.8716], [-1.6498, -1.9196, 1.7578], [-4.3964, -1.1201, -0.8651], [-3.0156, -1.1530, -0.8167], [-2.2981, -0.0784, -0.4124], [-2.9413, 1.0542, -0.1346], [-4.3204, 1.1892, -0.2017], [-5.0598, 0.0523, -0.5290], [-4.9940, 2.4528, 0.1515], [-4.5591, 3.7345, 0.0704], [-3.3928, 4.3291, -0.6256], [-3.2070, 5.7088, -0.5722], [-2.1675, 6.2400, -1.3154], [-1.3602, 5.4768, -2.0559], [-1.6231, 4.1756, -2.0377], [-2.5746, 3.5493, -1.3616], [-4.9368, -2.0077, -1.1579], [-2.4568, -2.0388, -1.0745], [-2.3428, 1.8894, 0.1866], [-6.1412, 0.0945, -0.5447], [-6.0033, 2.3185, 0.5263], [-5.2327, 4.4787, 0.4807], [-3.8521, 6.3404, 0.0198], [-1.9815, 7.3071, -1.3341], [-0.9777, 3.5485, -2.6455], [-1.4030, -5.4306, -0.2910], [-0.0467, -4.7825, 0.0101], [0.3787, -5.1146, 1.4492], [1.0154, -5.2821, -0.9747], [-0.1679, -3.3173, -0.0983], [-0.2681, -2.1192, -0.1923], [-1.3160, -6.5133, -0.2008], [-1.7299, -5.2014, -1.3054], [-2.1652, -5.0891, 0.4100], [0.4653, -6.1962, 1.5566], [-0.3590, -4.7602, 2.1698], [1.3471, -4.6721, 1.6850], [1.0872, -6.3679, -0.9145], [1.9949, -4.8637, -0.7400], [0.7561, -5.0164, -1.9995]]
}


# 5
{
  "formula": "C4H14N3",
  "method": "wB97M-V/def2-TZVPD",
  "lumo_ev": -2.959,
  "spin_multiplicity": 1,
  "fmax_ev_per_a": 2.80,
  "charge": 1,
  "homo_lumo_gap_ha": 0.4259,
  "symbols": ["C", "C", "H", "H", "H", "H", "H", "H", "C", "C", "N", "N", "N", "H", "H", "H", "H", "H", "H", "H", "H"],
  "xyz": [[-1.7633, 1.0158, 0.4888], [-1.7676, 2.0597, -0.7503], [-1.8514, -0.0010, 0.1388], [-0.8168, 1.0260, 1.0903], [-2.6386, 1.1253, 1.1516], [-1.7405, 3.1491, -0.5368], [-2.7901, 1.9875, -0.9739], [-1.0921, 1.7690, -1.5456], [1.5152, 1.1431, -0.2158], [0.5775, -1.1540, 0.0766], [0.5710, 0.0905, -0.4934], [1.6620, -1.5075, 0.7995], [-0.4900, -2.0031, 0.0672], [-0.2137, 0.3863, -1.0729], [2.3964, -0.8871, 0.9022], [1.7961, -2.4716, 0.9309], [-1.4404, -1.8173, -0.3923], [-0.3234, -2.9468, 0.4072], [2.1140, 1.2954, -1.1443], [2.0228, 0.9427, 0.7595], [1.0061, 1.9960, 0.0762]]
}


# 6
{
  "formula": "C4H4N2O",
  "method": "wB97M-V/def2-TZVPD",
  "lumo_ev": -0.377,
  "spin_multiplicity": 1,
  "fmax_ev_per_a": 5.01,
  "smiles": "C=C=NNC=C=O",
  "homo_lumo_gap_ha": 0.2884,
  "symbols": ["C", "C", "N", "N", "C", "C", "O", "H", "H", "H", "H"],
  "xyz": [[1.9915, -1.6571, -0.2320], [1.3392, -0.5755, -0.6670], [0.8133, 0.2508, -1.3422], [-0.2231, 0.9783, -0.8761], [0.1509, 1.4073, 0.5428], [1.2877, 0.9020, 1.0412], [2.4155, 0.8959, 1.4855], [1.4712, -2.6739, -0.1891], [2.7953, -1.5564, 0.4345], [-1.0823, 0.4725, -1.1383], [-0.7048, 1.8711, 0.9632]]
}


# 7
{
  "formula": "C4H7NS2",
  "method": "wB97M-V/def2-TZVPD",
  "lumo_ev": 0.007,
  "spin_multiplicity": 1,
  "fmax_ev_per_a": 4.20,
  "smiles": "C/C(N)=C/C(=S)S",
  "homo_lumo_gap_ha": 0.3132,
  "symbols": ["C", "C", "N", "C", "C", "S", "S", "H", "H", "H", "H", "H", "H", "H"],
  "xyz": [[1.8531, -0.7467, -0.0148], [0.5763, 0.1677, -0.0138], [0.8670, 1.4701, -0.0283], [-0.6195, -0.3791, 0.0346], [-1.9036, 0.3460, 0.0172], [-2.1078, 1.9953, -0.0097], [-3.3777, -0.6533, -0.0131], [2.4939, -0.4208, -0.8529], [2.3202, -0.5781, 0.9673], [1.6059, -1.8047, -0.1089], [0.0766, 2.1260, 0.0281], [1.7880, 1.8330, 0.0752], [-0.7007, -1.4477, -0.0920], [-2.8716, -1.9076, 0.0110]]
}